ORCA calculation (ωB97M-V/def2-TZVPD) on a cluster of 2 separate species, CHCl2FS in total at a distorted geometry.

Results
E_LUMO (spin up / spin down): -0.613 / -2.333 eV
HOMO-LUMO gap (spin up / spin down): 8.85 / 6.70 eV
HOMO energy (spin up / spin down): -9.47 / -9.03 eV
Energy relative to the best compared isomer or geometry (same formula, charge and spin): 270.60 kJ/mol
Total charge: 0

Positions of all 6 atoms, in Å:
C (1.00642, 0.04426, -0.01606)
F (1.09816, 0.06112, -1.38958)
S (-1.98772, 0.70806, 0.30670)
Cl (1.73055, 1.37947, 0.60751)
Cl (-2.88324, -1.16113, 0.30541)
H (1.03583, -1.03178, 0.18602)

Forces on the atoms, in the same order (eV/Å):
-1.07 -1.19 -3.08
-0.31 0.24 0.70
0.05 -1.40 -0.03
0.53 0.45 1.09
0.61 1.23 0.00
0.19 0.67 1.33

Here are the Mulliken charges for atoms 1 to 5, given in e:
1 C -0.040
2 F -0.181
3 S 0.038
4 Cl -0.059
5 Cl -0.110

=====

ORCA calculation (ωB97M-V/def2-TZVPD) on a cluster of 2 separate species, CHCl2FS2 in total at a distorted geometry.

Results
E_LUMO (spin up / spin down): -1.612 / -0.380 eV
HOMO-LUMO gap (spin up / spin down): 6.69 / 8.38 eV
HOMO energy (spin up / spin down): -8.30 / -8.76 eV
Energy relative to the best compared isomer or geometry (same formula, charge and spin): 185.15 kJ/mol
Total charge: 0

Positions of all 7 atoms, in Å:
C (3.17893, 0.05816, -0.40861)
F (3.98113, -0.53337, -1.26104)
S (-0.51006, -0.67733, -0.56858)
S (1.08578, -1.89170, -0.46988)
Cl (2.27804, 1.33210, -0.95075)
Cl (3.61701, -0.05765, 1.26362)
H (-0.26628, -0.01075, 0.70002)

Forces on the atoms, in the same order (eV/Å):
-0.92 -1.77 1.09
0.52 0.24 -0.07
1.19 0.72 1.96
-0.02 0.51 -0.05
-0.12 0.96 -0.31
0.07 0.22 -0.86
-0.72 -0.88 -1.76

Here are the Mulliken charges for atoms 1 to 5, given in e:
1 C 0.312
2 F -0.155
3 S -0.134
4 S -0.098
5 Cl -0.046

=====

ORCA calculation (ωB97M-V/def2-TZVPD) on a cluster of 2 separate species, CHCl2N2O2 in total at a distorted geometry.

Results
E_LUMO (spin up / spin down): 2.641 / 2.641 eV
HOMO-LUMO gap (spin up / spin down): 6.85 / 6.85 eV
HOMO energy (spin up / spin down): -4.21 / -4.21 eV
Energy relative to the best compared isomer or geometry (same formula, charge and spin): 487.92 kJ/mol
Total charge: -1

Positions of all 8 atoms, in Å:
C (0.65319, 1.56701, 1.29434)
N (-0.58951, -0.53979, -0.25317)
N (0.11372, -1.29570, -0.90202)
O (0.87023, -0.88689, -1.75424)
O (-0.21948, -2.54865, -0.75625)
Cl (-0.00451, 0.28896, 2.04883)
Cl (-0.51463, 2.75562, 0.74433)
H (-0.30901, 0.65945, -0.42180)

Forces on the atoms, in the same order (eV/Å):
1.26 0.74 -0.47
-2.17 6.66 2.51
-1.76 -3.22 -1.39
2.78 0.08 -1.92
1.43 0.57 -0.20
-0.64 -0.30 1.30
-0.49 0.24 0.36
-0.42 -4.77 -0.19

Here are the Mulliken charges for atoms 1 to 5, given in e:
1 C -0.082
2 N -0.746
3 N 1.139
4 O -0.721
5 O -0.745

=====

ORCA calculation (ωB97M-V/def2-TZVPD) on an isolated molecule of CHCl2NOS at a distorted geometry.

Results
E_LUMO (spin up / spin down): -0.429 / -3.142 eV
HOMO-LUMO gap (spin up / spin down): 7.00 / 7.48 eV
HOMO energy (spin up / spin down): -7.43 / -10.62 eV
Energy relative to the best compared isomer or geometry (same formula, charge and spin): 0.00 kJ/mol
Total charge: 0
Multiplicity: 3

Positions of all 7 atoms, in Å:
C (-0.16299, 1.02156, 0.55109)
N (0.11528, -0.18649, 0.04283)
O (-1.17873, 1.60453, 0.47671)
S (-1.27695, -1.36045, -0.63354)
Cl (1.34045, 1.85512, 0.98919)
Cl (0.03996, -2.56850, -1.45594)
H (1.12298, -0.36578, 0.02965)

Forces on the atoms, in the same order (eV/Å):
0.76 0.00 -1.56
2.11 -0.71 0.33
-1.82 0.73 0.72
-1.96 -0.05 -0.05
0.57 0.47 0.67
0.77 -0.10 -0.05
-0.44 -0.33 -0.06

Here are the Mulliken charges for atoms 1 to 5, given in e:
1 C 0.590
2 N -0.333
3 O -0.436
4 S 0.178
5 Cl -0.225

=====

ORCA calculation (ωB97M-V/def2-TZVPD) on a structure of composition CHClF2N2 at a distorted geometry.

Results
E_LUMO (spin up / spin down): -0.439 / -2.380 eV
HOMO-LUMO gap (spin up / spin down): 8.55 / 8.84 eV
HOMO energy (spin up / spin down): -8.99 / -11.22 eV
Energy relative to the best compared isomer or geometry (same formula, charge and spin): 376.38 kJ/mol
Total charge: 0
Multiplicity: 3

Positions of all 7 atoms, in Å:
C (-0.03341, 0.43957, -0.04857)
N (-1.60393, -0.52580, -0.18218)
N (0.89650, -0.37862, 0.39438)
F (2.32643, -0.17138, -0.27467)
F (0.75684, -1.70065, 0.21197)
Cl (-0.10659, 2.07889, 0.19004)
H (-2.23584, 0.25800, -0.29097)

Forces on the atoms, in the same order (eV/Å):
-3.74 -4.32 0.05
3.77 1.66 0.09
0.50 1.09 0.39
0.42 0.34 -0.39
-0.84 0.42 -0.07
0.32 0.16 0.09
-0.42 0.65 -0.16

Here are the Mulliken charges for atoms 1 to 5, given in e:
1 C 0.413
2 N -0.314
3 N 0.118
4 F -0.305
5 F -0.097

=====

ORCA calculation (ωB97M-V/def2-TZVPD) on a cluster of 2 separate species, CHClF2O in total at a distorted geometry.

Results
E_LUMO: 0.547 eV
SMILES: O=C(F)F.Cl
HOMO-LUMO gap: 12.42 eV
HOMO energy: -11.87 eV
Energy relative to the best compared isomer or geometry (same formula, charge and spin): 23.68 kJ/mol
Total charge: 0

Positions of all 6 atoms, in Å:
C (-1.78685, 0.54172, -0.00457)
O (-2.08452, 1.62326, 0.20969)
F (-1.45454, 0.09382, -1.21709)
F (-1.72172, -0.44315, 0.83739)
Cl (3.19515, -0.55416, -0.39864)
H (3.85247, -1.26148, 0.57321)

Forces on the atoms, in the same order (eV/Å):
0.75 -2.05 -1.72
-0.81 2.85 0.87
-0.02 -0.22 0.50
0.09 -0.59 0.35
1.09 -1.19 1.63
-1.11 1.19 -1.63

Here are the Mulliken charges for atoms 1 to 5, given in e:
1 C 0.607
2 O -0.299
3 F -0.163
4 F -0.147
5 Cl -0.262